Entry 1:
# C3H4O3

A structure of composition C3H4O3 in a non-equilibrium geometry (wB97M-V/def2-TZVPD, the Open Molecules 2025 dataset).

Structure (ORCA input):
```
! wB97M-V def2-TZVPD RIJCOSX def2/J DEFGRID3
* xyz 0 1
O 1.462 -0.905 -0.467
C 0.443 0.014 -0.257
C -1.019 -0.466 -0.079
O -1.179 0.459 1.036
C 0.141 0.813 1.004
O 0.677 1.758 1.492
H 1.702 -0.849 -1.405
H 0.648 0.968 -0.771
H -1.093 -1.496 0.291
H -1.782 -0.297 -0.845
*
```

ΔE to the lowest compared entry with this formula, charge and spin in eV: 1.953
E_HOMO in eV: -10.457
Strongest force on any atom in eV/A: 1.6
Electronic energy in eV: -9316.7477

Here is what Mulliken gives for the atomic charges, in e:
1. O -0.492
2. C 0.242
3. C -0.333
4. O -0.319
5. C 0.395
6. O -0.527
7. H 0.348
8. H 0.220
9. H 0.236
10. H 0.229

---

Entry 2:
# C5H15NO

A cluster of 2 separate species, C5H15NO in total in a non-equilibrium geometry (wB97M-V/def2-TZVPD, the Open Molecules 2025 dataset).

Structure (ORCA input):
```
! wB97M-V def2-TZVPD RIJCOSX def2/J DEFGRID3
* xyz 0 1
C 1.169 -1.041 0.858
C 1.146 -0.170 -0.349
N -0.160 0.248 -0.891
C -0.966 1.022 -0.032
C -0.870 -1.008 -1.530
C -1.381 -2.440 -0.925
H 0.327 -1.105 1.667
H 1.909 -0.830 1.580
H 1.072 -2.090 0.567
H 1.971 0.568 -0.491
H 1.468 -0.623 -1.256
H -2.024 1.095 -0.417
H -1.106 0.932 1.045
H -0.527 1.978 -0.129
H -1.904 -0.638 -1.958
H -0.228 -1.332 -2.364
H -1.704 -2.234 0.124
H -2.118 -2.994 -1.495
H -0.465 -3.062 -0.953
O 1.302 4.697 2.628
H 1.616 3.815 2.460
H 1.473 5.210 1.861
*
```

ΔE to the lowest compared entry with this formula, charge and spin in eV: 3.448
SMILES string: CCN(C)CC.O
E_HOMO in eV: -8.579
Strongest force on any atom in eV/A: 4.0
Electronic energy in eV: -8962.9107

Here is what Mulliken gives for the atomic charges, in e:
1. C -0.979
2. C -0.648
3. N -0.048
4. C -0.977
5. C -0.625
6. C -0.922
7. H 0.274
8. H 0.374
9. H 0.231
10. H 0.443
11. H 0.372
12. H 0.306
13. H 0.321
14. H 0.379
15. H 0.312
16. H 0.354
17. H 0.258
18. H 0.360
19. H 0.216
20. O -0.628
21. H 0.313
22. H 0.313

---

Entry 3:
# C12H11BeBrCl3NO3

A structure of composition C12H11BeBrCl3NO3 (wB97M-V/def2-TZVPD, the Open Molecules 2025 dataset).

Structure (ORCA input):
```
! wB97M-V def2-TZVPD RIJCOSX def2/J DEFGRID3
* xyz 0 1
Be 0.122 -0.097 0.181
C -0.338 2.018 2.837
C 0.811 1.745 1.878
C 1.854 2.835 1.896
O 0.282 1.576 0.512
C 1.409 0.358 2.201
O 2.120 0.231 3.169
O 1.021 -0.575 1.372
H -0.869 2.930 2.554
H 0.068 2.150 3.839
H -1.043 1.186 2.857
H 1.393 3.825 1.895
H 2.510 2.746 1.030
H 2.453 2.722 2.797
H -0.332 2.281 0.283
Br 1.359 -2.212 -5.800
C 0.942 -1.589 -4.054
C 1.804 -0.713 -3.419
C 1.484 -0.269 -2.140
C 0.321 -0.667 -1.460
C -0.507 -1.550 -2.159
C -0.217 -2.019 -3.437
H 2.710 -0.386 -3.912
H 2.183 0.412 -1.658
H -1.433 -1.908 -1.707
H -0.883 -2.706 -3.943
Cl -2.749 -3.890 0.387
C -3.492 -2.343 0.750
Cl -4.154 -2.334 2.384
Cl -4.735 -1.946 -0.434
C -2.449 -1.308 0.677
N -1.644 -0.503 0.625
*
```

ΔE to the lowest compared entry with this formula, charge and spin in eV: 0.075
E_HOMO in eV: -8.441
Strongest force on any atom in eV/A: 0.5
Electronic energy in eV: -128268.3141

Here is what Mulliken gives for the atomic charges, in e:
1. Be -0.227
2. C -1.617
3. C 1.544
4. C -1.680
5. O -0.261
6. C 0.379
7. O -0.633
8. O -0.452
9. H 0.454
10. H 0.377
11. H 0.325
12. H 0.386
13. H 0.372
14. H 0.366
15. H 0.302
16. Br -0.216
17. C 0.211
18. C -0.825
19. C 0.011
20. C 0.109
21. C 0.562
22. C -0.866
23. H 0.397
24. H 0.354
25. H -0.084
26. H 0.402
27. Cl -0.064
28. C 0.743
29. Cl -0.099
30. Cl -0.079
31. C -0.001
32. N -0.191

---

Entry 4:
# C47H97FN12O7P3

A cluster of 4 separate species, C47H97FN12O7P3 in total in a non-equilibrium geometry (wB97M-V/def2-TZVPD, the Open Molecules 2025 dataset).

Structure (ORCA input):
```
! wB97M-V def2-TZVPD RIJCOSX def2/J DEFGRID3
* xyz 1 1
C 1.413 -1.526 0.267
C 2.078 -3.027 0.306
C 1.346 -4.104 -0.734
C -0.232 -4.295 -0.332
C -1.204 -4.667 -1.599
C -1.118 -3.569 -2.851
C -1.609 -2.059 -2.373
C -3.205 -2.182 -2.017
C -4.133 -0.936 -2.541
N -3.733 -0.354 -3.878
C -3.227 -0.978 -5.160
O -2.976 -2.409 -5.389
C -4.184 -3.061 -5.986
O -4.136 -3.736 -7.140
C -5.570 -2.909 -5.063
C -5.824 -4.140 -3.983
C -7.133 -4.055 -2.998
C -8.124 -2.753 -3.170
C -7.892 -1.518 -4.251
C -6.570 -1.597 -5.218
C -2.966 0.086 -6.380
C -2.444 -0.242 -7.899
N -3.382 1.376 -5.706
C -3.340 2.652 -6.518
C -2.068 3.600 -6.039
O -2.225 4.929 -6.251
F -0.820 3.059 -5.409
C -3.812 1.128 -4.277
C -4.325 2.409 -3.388
C -3.480 2.661 -2.005
C -4.475 3.483 -0.973
C -5.123 2.560 0.219
N -4.185 1.531 0.813
C -4.942 0.418 1.510
C -3.215 2.123 1.811
C -2.893 3.716 2.037
O -2.507 1.245 2.571
H 2.003 -0.766 0.954
H 1.491 -1.128 -0.839
H 0.290 -1.478 0.617
H 3.187 -2.909 -0.120
H 2.184 -3.470 1.396
H 1.880 -5.158 -0.593
H 1.524 -3.758 -1.839
H -0.274 -5.231 0.407
H -0.710 -3.385 0.241
H -0.830 -5.697 -2.059
H -2.329 -4.869 -1.264
H -1.821 -4.029 -3.699
H -0.034 -3.544 -3.349
H -1.330 -1.207 -3.126
H -1.028 -1.804 -1.362
H -3.687 -3.228 -2.332
H -3.279 -2.172 -0.826
H -5.232 -1.378 -2.683
H -4.212 -0.123 -1.680
H -5.081 -5.048 -3.892
H -7.369 -4.869 -2.182
H -9.078 -2.634 -2.462
H -8.636 -0.590 -4.350
H -6.268 -0.780 -6.018
H -3.196 0.208 -8.682
H -1.387 0.220 -8.099
H -2.371 -1.412 -8.115
H -4.334 3.273 -6.402
H -3.193 2.441 -7.659
H -4.357 3.415 -3.989
H -5.454 2.171 -3.089
H -3.008 1.691 -1.550
H -2.589 3.393 -2.270
H -3.938 4.429 -0.542
H -5.391 3.886 -1.617
H -6.033 1.968 -0.264
H -5.595 3.203 1.095
H -5.095 0.608 2.665
H -4.379 -0.624 1.398
H -6.028 0.229 1.072
H -3.851 4.394 1.977
H -2.277 3.921 3.014
H -2.199 4.052 1.130
O 2.443 -6.171 2.883
P 3.498 -6.383 3.998
N 2.556 -7.610 4.744
C 1.159 -7.380 5.095
C 2.632 -8.879 4.005
N 3.291 -4.864 4.723
C 2.611 -4.604 5.979
C 3.091 -3.726 3.824
N 4.709 -6.627 5.279
C 6.047 -6.739 4.694
C 4.600 -7.546 6.407
H 0.721 -8.276 5.552
H 0.543 -7.106 4.235
H 1.057 -6.608 5.856
H 3.672 -9.114 3.754
H 2.062 -8.839 3.070
H 2.259 -9.711 4.612
H 1.529 -4.514 5.844
H 2.967 -3.667 6.422
H 2.805 -5.371 6.729
H 2.048 -3.658 3.492
H 3.730 -3.817 2.938
H 3.360 -2.780 4.307
H 6.174 -7.701 4.186
H 6.830 -6.630 5.451
H 6.207 -5.943 3.957
H 4.668 -8.595 6.094
H 3.674 -7.406 6.971
H 5.406 -7.363 7.127
O 3.182 3.281 4.268
P 1.950 3.687 5.114
N 2.642 3.044 6.548
C 3.140 1.674 6.596
C 3.688 3.924 7.089
N 0.867 2.616 4.368
C 0.349 1.389 4.946
C 0.998 2.449 2.920
N 0.534 4.155 6.086
C 0.162 5.542 5.801
C 0.336 3.886 7.507
H 3.552 1.445 7.587
H 3.919 1.478 5.855
H 2.339 0.949 6.460
H 3.342 4.962 7.110
H 4.602 3.886 6.486
H 3.935 3.652 8.122
H 1.037 0.550 4.801
H -0.605 1.118 4.479
H 0.134 1.483 6.011
H 1.797 1.740 2.671
H 1.222 3.407 2.440
H 0.066 2.086 2.472
H 0.881 6.240 6.244
H -0.840 5.777 6.176
H 0.143 5.715 4.720
H 1.008 4.479 8.138
H 0.462 2.828 7.753
H -0.693 4.129 7.801
O 4.319 3.041 -2.993
P 4.012 4.529 -3.289
N 2.447 4.153 -3.890
C 2.261 3.148 -4.930
C 1.504 3.856 -2.801
N 5.165 4.702 -4.521
C 4.886 4.783 -5.944
C 6.450 4.032 -4.320
N 3.658 6.240 -3.630
C 4.012 7.069 -2.476
C 2.442 6.765 -4.243
H 1.197 3.038 -5.178
H 2.643 2.164 -4.645
H 2.730 3.446 -5.867
H 1.581 4.612 -2.012
H 1.700 2.878 -2.350
H 0.469 3.880 -3.161
H 4.781 3.791 -6.394
H 5.701 5.298 -6.466
H 3.989 5.362 -6.165
H 6.392 2.969 -4.587
H 6.765 4.108 -3.274
H 7.242 4.493 -4.919
H 3.295 6.930 -1.659
H 4.052 8.131 -2.738
H 5.006 6.797 -2.104
H 1.574 6.682 -3.578
H 2.208 6.274 -5.192
H 2.567 7.826 -4.492
*
```

E_HOMO in eV: -9.034
Strongest force on any atom in eV/A: 10.3
Electronic energy in eV: -113071.1846

These are the Mulliken partial charges, in e, on atoms 1 to 99:
1. C -0.608
2. C 0.139
3. C -0.487
4. C -0.436
5. C -0.648
6. C -0.511
7. C 0.107
8. C -0.344
9. C 0.635
10. N 0.974
11. C 0.045
12. O -0.279
13. C 0.106
14. O -0.532
15. C 0.566
16. C -0.264
17. C -0.510
18. C -0.290
19. C -0.532
20. C -0.086
21. C 0.047
22. C -1.331
23. N 0.282
24. C -0.671
25. C 0.610
26. O -0.482
27. F -0.321
28. C -0.310
29. C -0.769
30. C 0.100
31. C -0.822
32. C -0.886
33. N 0.271
34. C -0.884
35. C 0.407
36. C -0.824
37. O -0.549
38. H 0.303
39. H 0.211
40. H 0.021
41. H 0.388
42. H -0.429
43. H 0.290
44. H 0.239
45. H 0.320
46. H 0.159
47. H 0.375
48. H 0.201
49. H 0.115
50. H 0.287
51. H 0.275
52. H -0.096
53. H -0.078
54. H 0.300
55. H -0.242
56. H -0.417
57. H 0.392
58. H 0.330
59. H 0.301
60. H 0.308
61. H 0.325
62. H 0.394
63. H 0.351
64. H 0.317
65. H 0.346
66. H 0.380
67. H 0.428
68. H 0.362
69. H 0.271
70. H 0.070
71. H 0.343
72. H 0.405
73. H 0.444
74. H 0.395
75. H 0.315
76. H 0.186
77. H 0.336
78. H 0.324
79. H 0.205
80. H 0.192
81. O -0.844
82. P 0.677
83. N 0.169
84. C -1.002
85. C -1.187
86. N 0.349
87. C -1.058
88. C -1.118
89. N 0.078
90. C -1.043
91. C -0.962
92. H 0.384
93. H 0.249
94. H 0.277
95. H 0.359
96. H 0.284
97. H 0.353
98. H 0.390
99. H 0.330

---

Entry 5:
# C5H12NO

An isolated molecule of C5H12NO in a non-equilibrium geometry (wB97M-V/def2-TZVPD, the Open Molecules 2025 dataset).

Structure (ORCA input):
```
! wB97M-V def2-TZVPD RIJCOSX def2/J DEFGRID3
* xyz 0 2
O 0.646 -1.616 -1.872
C 0.744 -0.448 -1.531
C 0.947 0.083 0.056
C -0.467 -0.054 0.628
C -1.625 0.951 0.223
C -1.951 1.981 1.368
N 1.791 -1.020 0.558
H 0.449 0.324 -2.294
H 1.416 1.000 0.515
H -0.813 -0.986 0.262
H -0.302 0.231 1.770
H -2.504 0.347 -0.052
H -1.441 1.352 -0.848
H -1.626 1.590 2.368
H -1.560 3.045 1.277
H -3.148 2.032 1.389
H 1.904 -1.804 -0.137
H 1.329 -1.333 1.362
H 2.694 -0.802 0.990
*
```

ΔE to the lowest compared entry with this formula, charge and spin in eV: 3.295
E_HOMO (spin up / spin down) in eV: -4.005 / -8.019
Strongest force on any atom in eV/A: 6.5
Electronic energy in eV: -8911.8917

Here is what Mulliken gives for the atomic charges, in e:
1. O -0.606
2. C -0.499
3. C 0.006
4. C -0.922
5. C -0.339
6. C -1.010
7. N -0.300
8. H 0.366
9. H 0.272
10. H 0.350
11. H 0.181
12. H 0.331
13. H 0.329
14. H 0.348
15. H 0.249
16. H 0.245
17. H 0.343
18. H 0.294
19. H 0.359

---

Entry 6:
# C4H8N2S

A structure of composition C4H8N2S in a non-equilibrium geometry (wB97M-V/def2-TZVPD, the Open Molecules 2025 dataset).

Structure (ORCA input):
```
! wB97M-V def2-TZVPD RIJCOSX def2/J DEFGRID3
* xyz 0 1
C 1.006 -0.804 0.507
C -0.216 0.118 0.660
C -0.123 1.451 -0.065
C -1.500 0.012 -0.084
H 2.056 -1.810 -0.720
H 0.477 -2.035 -1.172
H 0.909 -1.672 1.140
H 1.931 0.001 0.763
H -0.387 0.426 1.641
H -0.115 2.273 0.658
H 0.747 1.481 -0.688
H -1.857 1.835 -1.324
N 1.096 -1.361 -0.840
N -1.442 1.268 -0.520
S -2.582 -1.182 0.043
*
```

ΔE to the lowest compared entry with this formula, charge and spin in eV: 2.883
E_HOMO in eV: -8.229
Strongest force on any atom in eV/A: 5.3
Electronic energy in eV: -18090.8596

Here is what Mulliken gives for the atomic charges, in e:
1. C -0.525
2. C -0.041
3. C -0.586
4. C -0.153
5. H 0.249
6. H 0.222
7. H 0.399
8. H 0.263
9. H 0.446
10. H 0.288
11. H 0.303
12. H 0.263
13. N -0.633
14. N -0.140
15. S -0.356

---

Entry 7:
# C3H7N2O2

A cluster of 2 separate species, C3H7N2O2 in total in a non-equilibrium geometry (wB97M-V/def2-TZVPD, the Open Molecules 2025 dataset).

Structure (ORCA input):
```
! wB97M-V def2-TZVPD RIJCOSX def2/J DEFGRID3
* xyz 1 1
C 2.665 -0.186 0.296
C -0.701 -0.304 0.310
C -0.746 1.884 -0.416
N -0.784 0.523 -0.650
N -0.787 -1.736 -0.138
O 3.737 0.140 0.153
O 1.558 -0.512 0.418
H -0.424 -0.198 1.381
H -1.637 2.436 -0.803
H -0.549 2.098 0.644
H 0.174 2.341 -0.846
H -1.303 -2.393 0.607
H 0.179 -2.098 -0.020
H -1.384 -1.996 -0.937
*
```

ΔE to the lowest compared entry with this formula, charge and spin in eV: 0.889
E_HOMO in eV: -14.740
Strongest force on any atom in eV/A: 4.9
Electronic energy in eV: -10291.9222

Here is what Mulliken gives for the atomic charges, in e:
1. C 0.572
2. C 0.032
3. C -0.734
4. N -0.318
5. N -0.315
6. O -0.262
7. O -0.371
8. H 0.353
9. H 0.300
10. H 0.311
11. H 0.272
12. H 0.432
13. H 0.358
14. H 0.370

---

Entry 8:
# C3H8OS

An isolated molecule of C3H8OS in a non-equilibrium geometry (wB97M-V/def2-TZVPD, the Open Molecules 2025 dataset).

Structure (ORCA input):
```
! wB97M-V def2-TZVPD RIJCOSX def2/J DEFGRID3
* xyz 0 1
C 1.569 -1.006 -0.208
S 0.873 0.436 0.759
C -0.905 -0.050 0.806
C -1.324 -0.385 -0.582
O -1.161 0.778 -1.376
H 2.644 -0.837 -0.119
H 1.198 -1.930 0.290
H 1.303 -0.867 -1.307
H -1.486 0.822 1.189
H -1.107 -0.884 1.528
H -0.622 -1.251 -0.909
H -2.371 -0.760 -0.604
H -0.282 1.144 -1.292
*
```

ΔE to the lowest compared entry with this formula, charge and spin in eV: 0.511
SMILES string: CSCCO
E_HOMO in eV: -8.957
Strongest force on any atom in eV/A: 2.0
Electronic energy in eV: -16122.7260

Here is what Mulliken gives for the atomic charges, in e:
1. C -0.781
2. S -0.111
3. C -0.535
4. C -0.328
5. O -0.495
6. H 0.315
7. H 0.258
8. H 0.262
9. H 0.280
10. H 0.314
11. H 0.171
12. H 0.320
13. H 0.331

---

Which of these has the highest electronic energy?
C5H12NO

---

Which of these has the highest strongest force on any atom?
C47H97FN12O7P3

---

Which of these has the highest electronic energy?
C5H12NO

---

Among the records above, which one has the lowest electronic energy?
C12H11BeBrCl3NO3